[1]
C3H5ClN2S2 | ωB97M-V/def2-TZVPD

Summary:
**SMILES**: C=C(Cl)/C(=N\S)NS

Each line ends with the Mulliken charge.
Geometry (Å):
C1 -2.069 0.956 0.476  -0.66
C2 -0.560 0.879 0.226  0.21
Cl1 -0.229 2.363 -0.802  -0.21
C3 0.417 -0.254 0.162  0.61
N1 0.254 -1.369 -0.476  -0.35
S1 -1.410 -1.767 -0.503  -0.14
N2 1.646 0.393 0.437  -0.34
S2 3.148 -0.191 -0.436  -0.18
H1 -2.996 0.125 0.771  0.27
H2 -2.640 1.980 -0.133  0.20
H3 -1.133 -2.945 -1.366  0.17
H4 1.833 1.055 1.149  0.28
H5 3.741 -1.224 0.494  0.16

[2]
C20H22F2NO6S3 | ωB97M-V/def2-TZVPD

Summary:
**Charge**: -1

Each line ends with the Mulliken charge.
Geometry (Å):
C1 -6.433 -2.855 2.822  -1.34
C2 -5.470 -1.789 3.282  0.23
F1 -4.216 -2.341 3.331  -0.23
S1 -5.580 -0.305 2.224  1.17
O1 -6.935 -0.363 1.738  -0.71
O2 -5.255 0.832 3.044  -0.66
N1 -4.620 -0.500 0.944  -0.35
S2 -3.129 -0.055 1.116  0.89
O3 -2.431 -0.464 2.301  -0.54
O4 -2.822 1.246 0.604  -0.57
S3 -2.304 -1.340 -0.494  0.95
O5 -1.933 -0.520 -1.602  -0.49
O6 -3.215 -2.415 -0.729  -0.57
F2 -1.002 -1.976 0.110  -0.16
H1 -7.457 -2.520 2.912  0.37
H2 -6.216 -3.117 1.791  0.33
H3 -6.275 -3.732 3.446  0.39
H4 -5.719 -1.434 4.279  0.24
C3 1.387 4.016 -1.502  -0.32
C4 0.205 3.594 -0.907  -0.49
C5 -0.500 2.522 -1.437  -0.31
C6 -0.016 1.866 -2.561  -0.50
C7 1.168 2.284 -3.154  -0.45
C8 1.868 3.361 -2.627  -0.17
H5 1.934 4.855 -1.087  0.36
H6 -0.169 4.100 -0.026  0.39
H7 -1.420 2.193 -0.974  0.48
H8 -0.563 1.026 -2.965  0.43
H9 1.546 1.769 -4.028  0.34
H10 2.789 3.691 -3.094  0.28
C9 0.348 -5.419 2.174  -0.43
C10 -0.092 -6.622 2.709  -0.39
C11 -1.379 -6.724 3.216  -0.37
C12 -2.227 -5.626 3.180  -0.48
C13 -1.791 -4.423 2.643  -0.07
C14 -0.500 -4.320 2.142  -0.55
H11 1.353 -5.337 1.780  0.36
H12 0.570 -7.480 2.732  0.34
H13 -1.722 -7.661 3.639  0.35
H14 -3.234 -5.706 3.572  0.37
H15 -2.455 -3.571 2.612  0.41
H16 -0.158 -3.383 1.728  0.46
C15 5.804 4.379 -2.568  -0.10
C16 6.829 5.106 -1.980  -0.57
C17 8.032 5.279 -2.651  -0.31
C18 8.207 4.730 -3.913  -0.39
C19 7.181 4.004 -4.502  -0.41
C20 5.981 3.826 -3.828  -0.31
H17 4.868 4.241 -2.044  0.31
H18 6.690 5.539 -0.998  0.35
H19 8.833 5.843 -2.190  0.35
H20 9.144 4.867 -4.438  0.35
H21 7.317 3.576 -5.487  0.35
H22 5.182 3.256 -4.285  0.39

[3]
C9H20N6O9 | ωB97M-V/def2-TZVPD

Summary:
**SMILES**: O=C(O)COC(=O)OC[C@H]1CO1.NC(N)=O.NC(N)=O.NC(N)=O

Each line ends with the Mulliken charge.
Geometry (Å):
O1 -1.082 0.524 4.064  -0.42
C1 -0.924 -0.540 3.603  0.56
O2 -0.481 -1.625 4.355  -0.51
C2 -1.180 -0.775 2.082  -0.42
O3 -1.072 0.486 1.400  -0.25
C3 -1.015 0.268 0.055  0.43
O4 -1.556 -0.650 -0.461  -0.50
O5 -0.310 1.148 -0.730  -0.34
C4 0.961 0.509 -1.055  -0.27
C5 2.039 1.569 -0.471  0.14
C6 2.225 1.517 1.117  -0.46
O6 3.225 1.002 0.110  -0.44
H1 0.393 -1.892 4.019  0.31
H2 -0.365 -1.440 1.708  0.28
H3 -2.139 -1.294 1.882  0.38
H4 1.165 0.438 -2.137  0.08
H5 1.155 -0.420 -0.487  0.42
H6 2.093 2.578 -0.968  0.41
H7 2.178 2.609 1.225  0.31
H8 1.599 0.750 1.582  0.12
N1 -4.151 -2.796 6.406  -0.33
C7 -3.250 -3.804 6.594  0.58
N2 -2.008 -3.561 6.090  -0.28
O7 -3.536 -4.840 7.169  -0.65
H9 -3.937 -1.936 5.937  0.15
H10 -5.078 -2.938 6.765  0.20
H11 -1.318 -4.281 6.210  0.17
H12 -1.752 -2.715 5.613  0.19
N3 4.150 -0.935 -4.915  -0.43
C8 2.898 -0.757 -4.408  0.68
N4 1.899 -0.755 -5.333  -0.36
O8 2.690 -0.610 -3.214  -0.63
H13 4.345 -1.056 -5.890  0.15
H14 4.912 -0.941 -4.260  0.22
H15 0.963 -0.624 -4.995  0.21
H16 2.050 -0.872 -6.317  0.16
N5 -0.840 4.253 -4.995  -0.41
C9 -0.252 3.379 -4.127  0.63
N6 -0.991 3.079 -3.024  -0.24
O9 0.853 2.901 -4.325  -0.63
H17 -1.746 4.657 -4.852  0.15
H18 -0.322 4.497 -5.820  0.24
H19 -0.587 2.436 -2.363  0.19
H20 -1.901 3.458 -2.841  0.19

[4]
C21H26F14N2O8PS | ωB97M-V/def2-TZVPD

Summary:
**Charge**: +1

Each line ends with the Mulliken charge.
Geometry (Å):
C1 3.068 -0.262 -0.097  -0.65
C2 3.714 -1.514 0.733  -0.38
P1 3.195 -3.195 0.013  0.00
C3 3.984 -3.247 -1.699  -0.76
N1 1.384 -3.066 -0.114  0.61
C4 0.789 -3.721 -1.179  0.08
C5 -0.703 -3.706 -1.446  -0.59
C6 -1.421 -2.918 -0.347  0.14
S1 -3.248 -2.700 -0.267  1.26
O1 -3.632 -2.915 1.184  -0.57
O2 -3.937 -3.766 -1.055  -0.62
C7 -3.810 -0.958 -0.670  0.60
F1 -5.187 -0.849 -0.448  -0.21
F2 -3.086 -0.066 0.169  -0.17
C8 -3.394 -0.569 -2.173  0.54
F3 -4.261 0.407 -2.700  -0.21
F4 -3.452 -1.663 -3.057  -0.21
F5 -2.062 -0.090 -2.128  -0.18
C9 -0.530 -2.339 0.726  -0.39
N2 0.852 -2.365 0.869  -0.60
H1 3.854 0.479 -0.436  0.33
H2 2.500 -0.750 -0.969  0.15
H3 2.282 0.246 0.570  0.16
H4 3.507 -1.420 1.843  0.44
H5 4.846 -1.432 0.552  0.19
H6 5.096 -2.988 -1.562  0.05
H7 3.466 -2.609 -2.483  0.39
H8 3.979 -4.349 -2.031  0.40
H9 1.445 -4.308 -1.905  0.36
H10 -1.229 -4.196 -2.315  0.44
H11 -1.081 -1.781 1.565  0.41
C10 -5.783 -0.306 2.313  -0.55
C11 -5.820 -1.048 3.634  -0.38
O3 -6.150 -0.155 4.708  -0.35
C12 -7.462 0.096 4.885  0.35
O4 -8.337 -0.372 4.209  -0.50
C13 -7.672 1.013 6.087  0.87
F6 -6.801 2.041 6.108  -0.24
F7 -7.514 0.353 7.251  -0.25
F8 -8.900 1.553 6.115  -0.24
H12 -5.102 0.548 2.371  0.28
H13 -5.455 -0.965 1.510  -0.04
H14 -6.769 0.090 2.056  0.37
H15 -4.831 -1.454 3.855  0.30
H16 -6.514 -1.892 3.602  0.36
C14 -3.873 4.582 0.271  -0.98
C15 -2.995 4.907 1.464  -0.23
O5 -1.800 4.109 1.447  -0.31
C16 -0.799 4.563 0.668  0.31
O6 -0.854 5.564 0.008  -0.50
C17 0.421 3.653 0.786  0.92
F9 0.096 2.343 0.737  -0.22
F10 1.075 3.839 1.949  -0.26
F11 1.318 3.857 -0.192  -0.25
H17 -4.085 3.511 0.231  0.15
H18 -4.816 5.128 0.326  0.39
H19 -3.375 4.844 -0.666  0.33
H20 -3.524 4.659 2.386  0.33
H21 -2.753 5.971 1.507  0.33
C18 7.879 1.742 -4.785  -1.08
C19 8.583 0.400 -4.756  -0.20
O7 8.707 -0.079 -3.406  -0.31
C20 7.632 -0.705 -2.901  0.42
O8 6.601 -0.877 -3.498  -0.53
C21 7.921 -1.204 -1.489  0.78
F12 8.552 -0.288 -0.734  -0.26
F13 8.706 -2.298 -1.494  -0.26
F14 6.798 -1.541 -0.819  -0.18
H22 8.389 2.456 -4.133  0.31
H23 7.856 2.144 -5.799  0.37
H24 6.852 1.657 -4.423  0.30
H25 9.597 0.508 -5.144  0.32
H26 8.074 -0.335 -5.385  0.31

Per-record Kohn-Sham gap, eV: 8.22 9.34 9.83 6.64
Per-record LUMO level, eV: -0.36 2.30 0.02 -6.03